Density functional theory data (ωB97M-V/def2-TZVPD) for a 8-piece molecular cluster, C30H49NO21 overall at a distorted geometry.

Each line ends with the Mulliken charge.
Positions of all 101 atoms, in Å:
1 C 3.7360 -1.5942 2.4953  -0.617
2 C 3.3200 -3.0177 2.1043  0.181
3 C 2.1068 -3.6421 2.8925  -0.364
4 O 1.1812 -3.8685 1.8720  -0.298
5 C 1.6206 -3.4399 0.7043  0.723
6 O 0.9318 -3.5389 -0.2963  -0.582
7 O 2.8420 -2.9258 0.7631  -0.294
8 H 2.9694 -0.9157 2.1919  -0.348
9 H 4.6209 -1.1716 1.9377  0.427
10 H 3.9648 -1.5535 3.5709  0.332
11 H 4.1605 -3.7168 2.0225  0.403
12 H 1.7639 -2.8352 3.5305  0.248
13 H 2.4353 -4.5788 3.3669  0.304
14 C 2.4974 1.5584 4.2288  -1.612
15 C 1.0770 1.4611 3.6858  0.961
16 C 0.5993 0.1360 3.0436  1.789
17 O -0.6213 -0.1057 3.6556  -0.208
18 C -0.8323 0.6769 4.6927  0.468
19 O -1.6313 0.5222 5.6238  -0.649
20 O 0.0996 1.5950 4.7289  -0.438
21 H 2.6950 2.6165 4.4921  0.430
22 H 3.2534 1.4196 3.4299  0.143
23 H 2.7780 0.9372 5.0317  0.364
24 H 0.9025 2.3498 3.0521  -0.082
25 H 1.3315 -0.6295 3.3093  -0.318
26 H 0.5734 0.1121 1.9440  -1.011
27 C -0.3821 3.6515 -0.5771  -1.678
28 C -0.9028 2.5072 0.2579  1.893
29 C -2.2312 2.7560 0.8661  -0.425
30 O -2.9925 1.9324 0.0585  -0.342
31 C -2.3066 1.1568 -0.7864  -0.266
32 O -2.8155 0.3962 -1.6155  -0.558
33 O -1.0454 1.3671 -0.5546  1.154
34 H 0.5319 3.2897 -1.0569  0.231
35 H -0.1917 4.5381 0.0217  0.401
36 H -0.9956 3.9413 -1.4046  0.509
37 H -0.2274 2.1487 1.0592  -1.470
38 H -2.5983 3.7494 1.0616  0.395
39 H -2.2306 2.2975 1.8711  0.125
40 C -3.6180 1.5540 -5.9937  -1.514
41 C -3.0595 0.8993 -4.7434  0.363
42 C -1.8193 -0.0285 -4.9700  0.331
43 O -0.7279 0.9102 -4.7129  -0.288
44 C -1.2296 1.9440 -4.0850  0.646
45 O -0.4278 2.7725 -3.5586  -0.666
46 O -2.5449 1.9640 -3.9452  -0.303
47 H -3.8410 0.7641 -6.6480  0.447
48 H -2.8304 2.1709 -6.3865  0.384
49 H -4.5543 2.0637 -5.7963  0.362
50 H -3.8579 0.3689 -4.1968  0.366
51 H -1.8154 -0.3949 -6.0270  0.348
52 H -1.6644 -0.8159 -4.2749  -0.346
53 C 0.4153 -1.1912 -2.1201  0.463
54 C 1.7241 -0.6193 -1.6358  -0.040
55 C 2.2125 0.6631 -2.3884  -0.273
56 O 2.7538 1.4466 -1.3525  -0.424
57 C 2.2141 1.0411 -0.1745  -0.465
58 O 2.4015 1.5792 0.9038  -0.365
59 O 1.6244 -0.0977 -0.3236  1.014
60 H -0.0971 -1.7562 -1.3394  -0.872
61 H 0.6078 -1.8389 -2.9227  1.089
62 H -0.3521 -0.5266 -2.4335  -1.175
63 H 2.6004 -1.2673 -1.6607  0.567
64 H 1.3876 1.2724 -2.7808  0.074
65 H 3.0179 0.3954 -3.0669  0.372
66 C -2.5740 -3.4244 -2.1606  -0.347
67 O -3.2291 -4.3216 -3.0311  -0.365
68 C -3.1948 -4.0149 -4.3429  0.674
69 O -2.2460 -3.0661 -4.8533  -0.618
70 O -3.9752 -4.7447 -5.0695  -0.310
71 C -3.8958 -4.7169 -6.5267  -0.601
72 H -2.8281 -3.8043 -1.1671  0.250
73 H -2.9251 -2.4090 -2.2729  0.148
74 H -1.5080 -3.3749 -2.2955  0.404
75 H -2.8893 -4.7863 -6.8812  0.324
76 H -4.4074 -3.8312 -6.9675  0.265
77 H -4.4132 -5.6859 -6.7516  0.237
78 C -5.2267 -1.6383 4.0839  -0.734
79 O -4.1572 -2.2610 3.3975  -0.346
80 C -3.4821 -1.5594 2.5445  0.734
81 O -3.8174 -0.1729 2.3584  -0.617
82 O -2.4876 -2.1380 1.9425  -0.491
83 C -1.6752 -1.4639 0.9745  1.268
84 H -6.1159 -1.5491 3.4894  0.320
85 H -5.0432 -0.6449 4.4290  0.322
86 H -5.5388 -2.1504 4.9647  0.312
87 H -1.4366 -0.4657 1.4036  -0.526
88 H -2.2237 -1.3886 -0.0104  0.003
89 H -0.7328 -1.9841 0.8135  -0.434
90 C 4.1407 4.0498 1.6342  -0.582
91 C 5.2536 4.3724 2.7019  -0.650
92 C 5.6283 3.1760 3.6047  -0.292
93 C 6.0132 1.9524 2.9054  0.371
94 N 6.3088 0.9358 2.3630  -0.577
95 H 3.1536 3.9663 2.1104  0.041
96 H 4.3692 3.0945 1.1781  0.080
97 H 4.1132 4.7658 0.7959  0.417
98 H 4.9507 5.1850 3.3604  0.338
99 H 6.1545 4.6961 2.1786  0.359
100 H 4.9086 2.9618 4.3897  0.256
101 H 6.5213 3.5853 4.0649  0.353

## Properties
Energy relative to the best compared isomer or geometry (same formula, charge and spin)   0.3735 eV
SMILES string   C[C@H]1COC(=O)O1.C[C@H]1COC(=O)O1.C[C@H]1COC(=O)O1.C[C@H]1COC(=O)O1.C[C@H]1COC(=O)O1.COC(=O)OC.COC(=O)OC.CCCC#N
Strongest force on any atom   9.927 eV/A
HOMO   -9.4 eV

---

Density functional theory data (ωB97M-V/def2-TZVPD) for C17H32AsCuF4NO4PSiTe as an isolated structure.

Each line ends with the Mulliken charge.
Positions of all 63 atoms, in Å:
1 Cu 1.0597 -1.6605 -0.4411  -0.668
2 C 5.6770 -1.8020 -1.7164  -1.093
3 Si 4.1912 -1.9523 -0.5404  0.035
4 C 3.6345 -3.7377 -0.6257  -1.160
5 C 4.8827 -1.6907 1.2148  -1.130
6 N 2.9272 -0.8983 -0.9647  0.052
7 C 3.0623 0.4351 -1.0972  0.564
8 C 4.1689 1.2146 -0.6764  0.058
9 C 4.2528 2.5870 -0.8715  -1.018
10 C 3.2356 3.2864 -1.5007  -0.369
11 C 2.1178 2.5655 -1.9291  -0.549
12 C 2.0450 1.2137 -1.7181  0.433
13 F 0.9393 0.5721 -2.1514  -0.394
14 H 6.4836 -2.4722 -1.4027  0.318
15 H 6.0708 -0.7848 -1.7460  0.333
16 H 5.3824 -2.0746 -2.7316  0.288
17 H 4.4969 -4.4036 -0.5168  0.297
18 H 3.1424 -3.9473 -1.5764  0.298
19 H 2.9089 -3.9737 0.1530  0.260
20 H 5.2997 -2.6261 1.6007  0.387
21 H 4.0807 -1.3736 1.8837  0.269
22 H 5.6707 -0.9344 1.2493  0.377
23 H 4.9788 0.7131 -0.1620  0.146
24 H 5.1343 3.1128 -0.5163  0.343
25 H 3.2971 4.3563 -1.6591  0.333
26 H 1.2842 3.0459 -2.4277  0.452
27 C -1.5186 0.7026 2.7579  -0.891
28 As -0.0332 1.1685 1.6223  1.067
29 C -0.3253 2.7378 0.5486  -1.253
30 C 1.1594 1.9313 2.9657  -1.331
31 O 0.8297 -0.1135 1.0379  -0.334
32 H -1.8149 1.5871 3.3240  0.355
33 H -1.1324 -0.0609 3.4348  0.327
34 H -2.3420 0.3137 2.1746  0.079
35 H -1.0672 3.3447 1.0690  0.479
36 H -0.7030 2.4499 -0.4247  0.283
37 H 0.6282 3.2602 0.4789  0.379
38 H 0.7349 2.8262 3.4254  0.390
39 H 2.0955 2.1790 2.4655  0.320
40 H 1.3547 1.1771 3.7272  0.376
41 C -5.8276 -2.3360 0.4478  -1.088
42 C -4.4940 -2.2173 -0.2656  -0.129
43 O -3.7808 -1.0888 0.2123  -0.093
44 P -3.5750 0.3328 -0.5167  -0.425
45 O -2.2491 0.8377 -0.0828  -0.060
46 Te -4.0831 0.2379 -2.8371  -0.455
47 O -4.6902 1.2517 0.2547  -0.291
48 C -5.9255 1.7145 -0.2574  -0.335
49 C -5.7987 3.1437 -0.7454  -1.152
50 H -6.3818 -3.1990 0.0705  0.409
51 H -6.4314 -1.4416 0.2812  0.171
52 H -5.6865 -2.4574 1.5233  0.263
53 H -4.6383 -2.1314 -1.3465  0.250
54 H -3.8522 -3.0786 -0.0778  0.187
55 H -6.6425 1.6490 0.5702  0.317
56 H -6.2686 1.0635 -1.0674  0.341
57 H -5.4622 3.7952 0.0631  0.283
58 H -6.7608 3.5085 -1.1154  0.377
59 H -5.0766 3.1876 -1.5602  0.252
60 F 0.4843 -4.2132 0.6679  -0.274
61 C 0.0573 -3.3471 -0.3650  0.802
62 F 0.1083 -4.2008 -1.4726  -0.268
63 F -1.3149 -3.2854 -0.1186  -0.190

## Properties
Energy relative to the best compared isomer or geometry (same formula, charge and spin)   0.2514 eV
Net charge   -2
Strongest force on any atom   0.730 eV/A
HOMO   -1.3 eV

---

Density functional theory data (ωB97M-V/def2-TZVPD) for one molecule with the formula C3H4ClIN2 at a distorted geometry.

Each line ends with the Mulliken charge.
Positions of all 11 atoms, in Å:
1 C -0.0842 -1.3636 0.2142  -0.454
2 C -0.8793 -0.3953 0.8470  -0.624
3 C 0.5760 1.4617 -0.5752  -0.122
4 N 0.9660 -0.8151 -0.9004  -0.231
5 N 1.0944 0.3345 -1.0715  0.177
6 Cl 1.5790 2.3525 0.5095  -0.135
7 I -2.7629 0.1455 0.0934  0.026
8 H 0.6409 -1.8534 0.8630  0.273
9 H -0.6035 -2.0874 -0.4118  0.317
10 H -0.5573 0.1477 1.7180  0.476
11 H 0.0310 2.0729 -1.2862  0.295

## Properties
Energy relative to the best compared isomer or geometry (same formula, charge and spin)   2.6840 eV
Strongest force on any atom   1.993 eV/A
HOMO (spin up / spin down)   -7.7 / -7.7 eV

---

Density functional theory data (ωB97M-V/def2-TZVPD) for a 7-piece molecular cluster, C13H39NO6Si overall at a distorted geometry.

Each line ends with the Mulliken charge.
Positions of all 60 atoms, in Å:
1 C 3.1937 -0.5667 0.9446  -1.157
2 C 2.0798 0.2335 0.9529  -0.219
3 C 2.2425 1.7107 1.1989  -0.740
4 Si 2.2930 2.7468 -0.3867  0.288
5 C 2.9249 4.4568 0.0631  -1.045
6 C 0.5848 2.7495 -1.2271  -0.613
7 C -0.4938 2.1921 -0.3456  0.536
8 C -0.9154 2.9420 0.8921  -1.281
9 N -1.1118 1.1089 -0.5985  -0.502
10 H 3.3052 -1.3722 1.6625  0.314
11 H 3.9682 -0.3334 0.2180  0.305
12 H 1.1031 -0.1864 0.7273  0.359
13 H 3.2116 1.8505 1.6688  0.645
14 H 1.4985 2.0621 1.9084  0.396
15 H 3.2541 2.1793 -1.3632  -0.232
16 H 2.2107 4.9684 0.7065  0.342
17 H 3.8220 4.3068 0.6676  0.325
18 H 3.2165 5.0574 -0.7933  0.301
19 H 0.6656 2.1257 -2.1167  0.402
20 H 0.3143 3.7494 -1.5680  0.391
21 H -0.7978 2.2773 1.7456  0.274
22 H -1.9676 3.1907 0.7969  0.406
23 H -0.3114 3.8243 1.0871  0.286
24 H -0.7781 0.6900 -1.4636  0.201
25 C 2.7370 3.8252 -4.3211  -0.527
26 O 1.9077 4.8048 -3.6985  -0.460
27 H 3.3004 3.3273 -3.5362  0.158
28 H 2.1292 3.0862 -4.8497  0.254
29 H 3.4356 4.2927 -5.0189  0.331
30 H 1.4074 5.2494 -4.3865  0.272
31 C -4.4208 -0.1895 1.3257  -0.681
32 O -3.4893 -1.2670 1.3139  -0.373
33 H -5.4140 -0.5862 1.5245  0.299
34 H -4.1643 0.5276 2.1096  0.267
35 H -4.4280 0.3168 0.3572  0.290
36 H -2.6230 -0.8836 1.1354  0.203
37 C 4.2647 -3.4706 -1.4592  -0.539
38 O 4.3653 -3.6664 -0.0559  -0.494
39 H 4.8640 -4.2379 -1.9433  0.245
40 H 3.2291 -3.5646 -1.7980  0.253
41 H 4.6483 -2.4876 -1.7494  0.225
42 H 3.8316 -2.9861 0.3689  0.304
43 C -4.6936 -3.9307 1.4721  -0.391
44 O -5.4841 -5.1196 1.5126  -0.539
45 H -5.1054 -3.2851 0.7027  0.036
46 H -4.7280 -3.4055 2.4278  0.304
47 H -3.6581 -4.1661 1.2163  0.260
48 H -5.1189 -5.6923 2.1901  0.295
49 C -4.5002 -3.4629 -2.3603  -0.527
50 O -3.8073 -2.2172 -2.3833  -0.513
51 H -4.5256 -3.8512 -3.3752  0.267
52 H -3.9773 -4.1744 -1.7164  0.228
53 H -5.5238 -3.3246 -2.0027  0.235
54 H -3.7842 -1.8802 -1.4820  0.305
55 C 0.8318 -1.2508 3.9035  -0.391
56 O 1.7772 -2.2341 3.4933  -0.478
57 H 1.2531 -0.2764 3.6700  0.132
58 H -0.1102 -1.3719 3.3613  0.150
59 H 0.6475 -1.3118 4.9793  0.335
60 H 1.4136 -3.0993 3.6947  0.281

## Properties
SMILES string   [H]/N=C(/C)C[Si@@H](C)CC=C.CO.CO.CO.CO.CO.CO
Strongest force on any atom   1.922 eV/A
HOMO   -7.8 eV

---

Density functional theory data (ωB97M-V/def2-TZVPD) for a 10-piece molecular cluster, C14H48N10O10 overall at a distorted geometry.

Each line ends with the Mulliken charge.
Positions of all 82 atoms, in Å:
1 C -26.7874 -15.0424 -4.6190  -0.472
2 O -25.5306 -14.4514 -4.6259  -0.489
3 H -26.7287 -16.0043 -5.1283  0.226
4 H -27.1796 -15.1973 -3.6138  0.239
5 H -27.4727 -14.3795 -5.1473  0.189
6 H -24.8965 -14.8802 -4.0466  0.297
7 C -23.4199 -18.4434 -7.3542  0.648
8 O -23.0565 -18.8612 -6.2348  -0.689
9 N -23.1712 -18.9757 -8.4876  -0.374
10 N -23.9752 -17.2914 -7.5423  -0.335
11 H -23.6148 -18.6271 -9.3254  0.158
12 H -22.7783 -19.9030 -8.5650  0.230
13 H -24.3283 -16.8181 -6.7229  0.188
14 H -24.3904 -17.0827 -8.4391  0.187
15 C -30.2582 -13.5013 0.6033  0.645
16 O -31.4249 -13.1154 0.7494  -0.697
17 N -29.6877 -14.0706 1.6159  -0.386
18 N -29.5738 -13.3043 -0.5027  -0.393
19 H -28.7907 -14.5343 1.6389  0.164
20 H -30.3417 -14.3077 2.3481  0.233
21 H -30.2018 -12.7337 -1.0506  0.236
22 H -28.5649 -13.3487 -0.4865  0.202
23 C -20.4629 -17.1493 -2.1257  0.691
24 O -20.8535 -16.3066 -2.9240  -0.675
25 N -20.7107 -18.4013 -2.1938  -0.377
26 N -19.6196 -16.8169 -1.1362  -0.412
27 H -20.1939 -18.9988 -1.5646  0.159
28 H -21.2049 -18.7199 -3.0151  0.256
29 H -19.1732 -17.5737 -0.6382  0.145
30 H -19.2997 -15.8636 -1.0417  0.214
31 C -27.9535 -9.1560 -5.7420  0.674
32 O -28.5852 -9.6838 -4.8584  -0.664
33 N -26.9553 -9.6171 -6.3330  -0.332
34 N -28.3756 -8.1143 -6.4143  -0.455
35 H -26.6701 -10.5646 -6.1306  0.215
36 H -26.4836 -9.0182 -6.9955  0.141
37 H -27.7587 -7.6058 -7.0315  0.182
38 H -29.0525 -7.6307 -5.8415  0.241
39 C -21.2346 -12.5457 -8.5143  0.594
40 O -22.2156 -12.6927 -9.2178  -0.636
41 N -20.1547 -11.8922 -9.0311  -0.387
42 N -20.9922 -13.1450 -7.3553  -0.368
43 H -19.2962 -11.7407 -8.5211  0.158
44 H -20.0681 -11.6927 -10.0174  0.209
45 H -21.7672 -13.7060 -7.0316  0.210
46 H -20.3929 -12.7273 -6.6578  0.219
47 C -28.4865 -13.1163 -10.1620  -0.934
48 C -29.9886 -12.6819 -10.0878  -0.231
49 O -30.6492 -13.7040 -9.4917  -0.481
50 H -27.9106 -12.2070 -10.3343  0.323
51 H -28.2217 -13.8113 -10.9588  0.302
52 H -28.1137 -13.6504 -9.2880  0.234
53 H -30.2871 -12.5401 -11.1265  0.220
54 H -30.0258 -11.7555 -9.5148  0.274
55 H -30.8253 -13.4224 -8.5910  0.292
56 C -21.2602 -10.1789 -2.4591  -1.203
57 C -22.6163 -10.5228 -1.7652  0.014
58 O -22.5386 -9.5762 -0.7911  -0.506
59 H -20.3790 -10.4586 -1.8818  0.331
60 H -21.1677 -9.1115 -2.6598  0.385
61 H -21.2026 -10.5243 -3.4914  0.262
62 H -22.7107 -11.5281 -1.3548  0.219
63 H -23.4049 -10.3967 -2.5069  0.177
64 H -21.8289 -9.0058 -1.0954  0.320
65 C -33.3035 -14.7078 -4.1290  -1.079
66 C -33.2527 -13.2377 -4.4892  -0.184
67 O -32.0547 -13.0885 -5.1078  -0.479
68 H -33.1608 -15.3740 -4.9799  0.296
69 H -34.2571 -15.0086 -3.6951  0.369
70 H -32.6908 -14.9012 -3.2485  0.243
71 H -33.2659 -12.6258 -3.5873  0.260
72 H -34.0434 -12.9098 -5.1640  0.290
73 H -31.9228 -12.1705 -5.3555  0.281
74 C -25.7721 -19.1201 -0.5926  -0.939
75 C -25.1723 -18.1838 0.5145  -0.107
76 O -25.9119 -18.2879 1.7410  -0.539
77 H -25.6267 -18.6340 -1.5573  0.276
78 H -26.8605 -19.1723 -0.5677  0.318
79 H -25.2434 -20.0718 -0.6473  0.265
80 H -25.3081 -17.1438 0.2178  0.225
81 H -24.1119 -18.4080 0.6300  0.206
82 H -25.9388 -17.4678 2.2394  0.292

## Properties
Energy relative to the best compared isomer or geometry (same formula, charge and spin)   7.1316 eV
SMILES string   NC(N)=O.NC(N)=O.NC(N)=O.NC(N)=O.NC(N)=O.CCO.CCO.CCO.CCO.CO
Strongest force on any atom   8.082 eV/A
HOMO   -9.5 eV